{"formula": "C3H5N4", "method": "ωB97M-V/def2-TZVPD", "elements": ["C", "C", "C", "N", "N", "N", "N", "H", "H", "H", "H", "H"], "xyz": [[-0.250, 0.252, -0.090], [1.728, 0.753, -1.455], [-1.216, -0.977, 1.782], [1.862, 1.291, 1.384], [-0.443, -0.281, 1.081], [0.829, 0.682, -0.612], [1.383, 0.780, 2.245], [-1.186, 0.482, -0.725], [2.343, 1.761, -1.348], [1.810, 0.088, -2.266], [-1.662, -1.990, 1.384], [-1.446, -0.705, 2.759]], "atomic_forces_ev_per_a": [[-2.734, -0.516, -1.377], [1.166, 3.976, 0.596], [-0.259, -2.928, -2.659], [-0.496, -0.828, 3.092], [-0.857, 0.445, -0.393], [-0.140, -0.812, 0.156], [1.669, 1.582, -1.781], [1.282, -0.017, 1.320], [-0.785, -2.382, -0.647], [0.502, -1.017, -0.816], [0.902, 1.911, 0.746], [-0.251, 0.586, 1.762]], "total_charge": 1, "max_force_ev_per_a": 4.2, "e_above_lowest_ev": 2.136, "lumo_energy_ev": -5.2, "total_energy_ev": -9142.870, "e_homo_ev": -14.9}